Formula: C4H10ClMg2O2
Source: the OMol25 dataset
Level of theory: wB97M-V/def2-TZVPD

Charge: +3
HOMO-LUMO gap: 2.89 eV
ΔE to the lowest compared entry with this formula, charge and spin: 243.4 kcal/mol
Electronic energy: -31776.7298 eV
LUMO: -15.515 eV

```
19
Properties=species:S:1:pos:R:3:mulliken_charge:R:1
Mg 1.72 1.41 3.48 1.35
Mg 2.08 3.20 0.68 1.36
Cl 1.99 1.67 1.69 -0.23
C -0.22 -1.28 2.02 -0.45
O -0.71 -0.10 1.28 -0.30
C 0.25 0.50 0.41 -0.13
C 0.10 0.02 -1.11 -0.53
O -1.32 0.20 -1.46 -0.31
C -1.52 -0.54 -2.70 -0.70
H -0.86 -1.37 2.89 0.25
H 0.78 -0.99 2.35 0.12
H -0.21 -2.18 1.39 0.29
H 1.30 0.42 0.69 0.45
H 0.04 1.56 0.29 0.19
H 0.42 -1.02 -1.13 0.42
H 0.76 0.63 -1.72 0.30
H -0.74 -0.24 -3.41 0.33
H -2.47 -0.30 -3.18 0.27
H -1.39 -1.59 -2.46 0.32
```

***

Formula: C4H10ClNSi2
Source: the OMol25 dataset
Level of theory: wB97M-V/def2-TZVPD

SMILES: [H]/N=[SiH]\C=C.C=C[SiH2]Cl
HOMO-LUMO gap: 8.86 eV
ΔE to the lowest compared entry with this formula, charge and spin: 65.1 kcal/mol
Electronic energy: -34075.3628 eV
LUMO: 0.080 eV

```
18
Properties=species:S:1:pos:R:3:mulliken_charge:R:1
C 2.85 1.61 0.00 -0.91
C -3.32 -2.41 0.24 -0.57
C 1.79 2.23 -0.53 0.09
C -2.30 -2.52 1.13 -0.17
N -1.24 0.39 0.57 -0.48
Si 1.10 1.20 -1.89 0.69
Si -1.07 -1.11 1.09 0.45
Cl 1.34 -0.71 -1.05 -0.33
H 3.44 2.03 0.78 0.26
H 3.00 0.58 -0.19 0.24
H -4.19 -3.12 0.13 0.24
H -3.20 -1.72 -0.57 0.21
H 1.70 3.28 -0.18 0.34
H -2.15 -3.23 2.04 0.26
H -1.83 0.81 -0.20 0.19
H -0.29 1.34 -2.05 -0.19
H 1.92 0.84 -3.00 -0.18
H 0.00 -1.31 1.93 -0.13
```

***

Formula: C4H10ClOPS
Source: the OMol25 dataset
Level of theory: wB97M-V/def2-TZVPD

SMILES: OP(S)Cl.C=CCC
HOMO-LUMO gap: 9.62 eV
ΔE to the lowest compared entry with this formula, charge and spin: 50.3 kcal/mol
Electronic energy: -39003.9809 eV
LUMO: 0.483 eV

```
18
Properties=species:S:1:pos:R:3:mulliken_charge:R:1
C -0.97 1.25 2.50 -1.25
C 0.91 -1.53 0.94 -0.76
C -0.77 0.30 1.34 -0.09
C 0.66 -0.26 1.16 -0.10
O -0.24 0.98 -2.88 -0.48
P 0.52 -0.43 -2.34 0.46
S 1.02 -1.30 -4.22 -0.25
Cl -1.12 -1.54 -2.08 -0.18
H -2.03 1.66 2.56 0.30
H -0.89 0.90 3.52 0.34
H -0.23 2.05 2.56 0.31
H 1.92 -1.73 0.45 0.27
H 0.19 -2.31 0.87 0.36
H 1.98 -0.48 -4.33 0.11
H -1.23 0.74 0.42 0.24
H -1.43 -0.61 1.53 0.18
H 1.42 0.56 1.20 0.20
H 0.29 1.76 -3.20 0.33
```

***

Formula: C4H10F18KO2P3
Source: the OMol25 dataset
Level of theory: wB97M-V/def2-TZVPD

Charge: -2
HOMO-LUMO gap: 10.07 eV
ΔE to the lowest compared entry with this formula, charge and spin: 0.0 kcal/mol
Electronic energy: -101535.1818 eV
LUMO: 4.482 eV

```
38
Properties=species:S:1:pos:R:3:mulliken_charge:R:1
K 1.31 0.72 -0.03 1.01
P 0.59 3.17 -2.66 1.28
F 0.56 1.62 -3.14 -0.34
F 1.21 3.61 -4.07 -0.36
F -0.93 3.35 -3.16 -0.39
F 0.62 4.71 -2.18 -0.39
F 0.01 2.76 -1.16 -0.44
F 2.07 2.93 -2.01 -0.36
P 3.51 -1.41 -2.28 1.29
F 4.91 -1.56 -3.07 -0.37
F 3.50 -2.94 -1.77 -0.38
F 4.25 -0.98 -0.92 -0.35
F 1.99 -1.21 -1.64 -0.50
F 3.45 0.14 -2.71 -0.34
F 2.75 -1.91 -3.64 -0.38
P -0.34 1.96 3.46 1.29
F -1.88 2.26 3.07 -0.38
F 0.15 3.26 2.61 -0.36
F -0.47 2.88 4.78 -0.36
F 1.20 1.62 3.82 -0.38
F -0.81 0.65 4.29 -0.36
F -0.19 1.06 2.10 -0.47
C -1.86 0.13 -0.93 -0.79
O -1.30 -0.61 0.12 -0.02
C -2.31 -1.23 0.88 -0.72
C -1.75 -1.84 2.15 -0.37
O -1.63 -3.26 2.15 -0.46
C -1.07 -3.78 0.98 -0.59
H -1.03 0.38 -1.59 0.14
H -2.27 1.12 -0.66 0.34
H -2.58 -0.38 -1.58 0.34
H -2.84 -2.00 0.31 0.44
H -3.08 -0.48 1.12 0.41
H -2.34 -1.54 3.02 0.31
H -0.75 -1.45 2.35 0.29
H -0.16 -3.21 0.71 0.23
H -1.75 -3.76 0.12 0.24
H -0.73 -4.81 1.13 0.26
```

***

Formula: C4H10FI2N2
Source: the OMol25 dataset
Level of theory: wB97M-V/def2-TZVPD

Charge: +1
HOMO-LUMO gap: 9.33 eV
ΔE to the lowest compared entry with this formula, charge and spin: 0.0 kcal/mol
Electronic energy: -26199.5745 eV
LUMO: -3.847 eV

```
19
Properties=species:S:1:pos:R:3:mulliken_charge:R:1
C 1.09 1.12 1.61 -0.84
C -0.21 0.59 -1.93 -0.96
C -1.73 0.24 -1.97 -0.86
C 0.72 0.48 -0.75 0.77
N 1.79 -0.34 -0.83 -0.04
N 0.55 1.35 0.25 -0.11
F 2.03 -1.14 -1.90 -0.14
I -2.97 1.48 -0.65 0.11
I -0.05 -2.85 1.48 -0.10
H 1.83 0.37 1.62 0.37
H 1.49 2.18 1.97 0.29
H 0.18 0.93 2.27 0.29
H -0.05 1.65 -2.13 0.42
H 0.17 0.07 -2.83 0.45
H -1.84 -0.91 -1.74 0.38
H -2.17 0.42 -3.00 0.43
H 2.41 -0.67 -0.06 0.25
H -0.22 -3.95 2.58 0.13
H -0.33 1.90 0.19 0.14
```

***

Formula: C4H10FN
Source: the OMol25 dataset
Level of theory: wB97M-V/def2-TZVPD

SMILES: C[C@@H](F)CCN
HOMO-LUMO gap: 10.29 eV
ΔE to the lowest compared entry with this formula, charge and spin: 10.7 kcal/mol
Electronic energy: -8517.2157 eV
LUMO: 1.131 eV

```
16
Properties=species:S:1:pos:R:3:mulliken_charge:R:1
C -2.11 0.87 0.23 -1.32
C -1.15 -0.20 -0.19 0.52
C 0.22 0.13 0.48 -0.86
C 1.50 -0.54 0.00 -0.36
H -3.09 0.72 -0.19 0.36
H -2.13 0.78 1.36 0.30
H -1.68 1.80 0.02 0.39
H -1.51 -1.25 -0.02 0.25
H 0.06 -0.14 1.52 0.36
H 0.32 1.22 0.58 0.28
H 1.76 -0.12 -1.05 0.22
H 1.38 -1.65 -0.15 0.30
H 3.01 -0.87 1.47 0.21
H 3.12 0.57 0.65 0.21
N 2.44 -0.13 1.00 -0.51
F -1.00 -0.19 -1.58 -0.35
```

***

Formula: C4H10FNO
Source: the OMol25 dataset
Level of theory: wB97M-V/def2-TZVPD

HOMO-LUMO gap: 9.74 eV
ΔE to the lowest compared entry with this formula, charge and spin: 55.5 kcal/mol
Electronic energy: -10562.9728 eV
LUMO: 0.884 eV

```
17
Properties=species:S:1:pos:R:3:mulliken_charge:R:1
C 0.51 -0.79 1.89 -1.31
C -1.06 0.31 -1.78 -1.07
C -0.19 0.20 0.90 0.17
C 0.47 -0.02 -0.47 0.38
N 1.50 0.85 -1.01 -0.54
O -1.55 -0.05 0.85 -0.55
F 0.83 -1.36 -0.66 -0.33
H 0.18 -0.76 2.96 0.31
H 1.68 -0.76 1.80 0.30
H 0.32 -1.75 1.46 0.43
H -1.69 -0.60 -1.69 0.24
H -1.57 1.09 -1.35 0.36
H -0.65 0.60 -2.72 0.44
H -0.02 1.32 1.21 0.28
H 1.31 1.03 -1.96 0.26
H 1.55 1.71 -0.46 0.24
H -1.63 -1.01 1.03 0.39
```

***

Formula: C4H10I2N
Source: the OMol25 dataset
Level of theory: wB97M-V/def2-TZVPD

Charge: +1
HOMO-LUMO gap (alpha / beta): 5.93 / 4.55 eV
2S+1: 3
ΔE to the lowest compared entry with this formula, charge and spin: 7.9 kcal/mol
Electronic energy: -21988.8782 eV
LUMO (alpha / beta): -4.542 / -8.770 eV

```
17
Properties=species:S:1:pos:R:3:mulliken_spin:R:1
C 0.25 0.09 1.97 0.07
C -0.71 -1.35 0.17 -0.01
C 0.76 0.64 -0.09 0.78
C -0.36 -0.02 0.55 -0.07
N 0.06 0.62 -2.26 0.15
I 2.58 -0.32 -0.27 0.04
I -2.01 1.37 0.37 1.10
H 0.66 1.01 2.05 -0.02
H -0.55 -0.19 2.64 0.02
H 0.90 -0.73 2.24 0.00
H -1.07 -1.41 -0.88 0.00
H 0.14 -2.01 0.57 0.00
H -1.67 -1.46 0.78 0.01
H 0.77 1.81 -0.13 -0.02
H 0.90 1.00 -2.55 -0.01
H 0.04 -0.34 -2.68 -0.01
H -0.68 1.29 -2.47 -0.02
```

***

Formula: C4H10IN2OS
Source: the OMol25 dataset
Level of theory: wB97M-V/def2-TZVPD

Charge: +1
HOMO-LUMO gap: 8.88 eV
Electronic energy: -28264.6152 eV
LUMO: -3.723 eV

```
19
Properties=species:S:1:pos:R:3:mulliken_charge:R:1
C -1.32 -0.01 0.29 0.97
C -1.59 2.21 1.10 -0.62
C 1.13 -0.88 -1.99 -0.90
C 2.62 -0.47 0.75 -0.77
N -0.03 0.13 0.15 -0.37
N -2.02 -1.18 -0.01 -0.56
O -2.11 0.92 0.70 -0.36
S 0.96 -1.14 -0.16 0.22
I -4.03 -1.38 0.13 0.27
H -1.79 2.17 2.20 0.27
H -2.17 3.01 0.60 0.25
H -0.44 2.28 0.92 0.28
H 1.20 0.17 -2.18 0.33
H 0.19 -1.25 -2.36 0.32
H 1.98 -1.32 -2.34 0.45
H 2.81 -1.31 1.44 0.35
H 2.48 0.53 1.19 0.29
H 3.51 -0.70 0.16 0.36
H -1.39 -1.76 -0.57 0.22
```

***

Formula: C4H10IN2S
Source: the OMol25 dataset
Level of theory: wB97M-V/def2-TZVPD

Charge: +1
HOMO-LUMO gap: 7.72 eV
ΔE to the lowest compared entry with this formula, charge and spin: 32.1 kcal/mol
Electronic energy: -26217.1172 eV
LUMO: -4.897 eV

```
18
Properties=species:S:1:pos:R:3:mulliken_charge:R:1
C -0.38 -0.27 -1.55 0.13
C -1.31 -0.07 -0.48 0.23
C 0.02 0.53 -0.36 -0.52
C -0.01 -1.73 -1.89 -1.20
N -0.04 1.19 2.44 -0.42
N 1.06 -0.02 0.47 -0.46
S -2.53 -0.48 0.40 -0.29
I 0.42 2.65 -0.64 0.23
H -0.47 0.36 -2.58 0.33
H 0.32 -2.14 -0.98 0.34
H 0.78 -1.73 -2.66 0.33
H -0.91 -2.07 -2.31 0.36
H 0.68 0.54 1.81 0.42
H -0.83 0.56 2.50 0.30
H 0.90 -0.98 0.66 0.31
H 2.03 0.24 0.02 0.34
H -0.23 2.06 1.93 0.22
H 0.51 1.36 3.22 0.37
```

***

Formula: C4H10IN2S
Source: the OMol25 dataset
Level of theory: wB97M-V/def2-TZVPD

Charge: +1
HOMO-LUMO gap (alpha / beta): 6.80 / 5.74 eV
2S+1: 3
ΔE to the lowest compared entry with this formula, charge and spin: 14.3 kcal/mol
Electronic energy: -26213.3585 eV
LUMO (alpha / beta): -2.995 / -7.464 eV

```
18
Properties=species:S:1:pos:R:3:mulliken_spin:R:1
C -0.40 0.08 1.17 -0.02
C -0.51 1.03 0.06 -0.03
C -1.39 -0.22 -0.02 0.53
C 0.87 -0.72 1.25 0.02
N 0.64 0.97 -0.95 0.01
N -0.72 -1.07 -0.89 -0.02
S -1.29 2.69 0.04 0.02
I -3.56 -0.21 0.03 1.48
H -0.70 0.27 2.13 -0.01
H 1.44 -1.00 0.37 0.00
H 0.63 -1.51 1.93 0.00
H 1.56 0.04 1.54 0.01
H 0.33 1.63 -1.67 0.00
H 1.58 1.20 -0.64 0.00
H -1.25 -0.94 -1.74 0.01
H -0.92 -2.10 -0.66 0.00
H 0.33 -0.22 -1.04 0.01
H -2.56 2.37 0.29 0.00
```

***

Formula: C4H10MoN3O5
Source: the OMol25 dataset
Level of theory: wB97M-V/def2-TZVPD

Charge: +1
HOMO-LUMO gap (alpha / beta): 7.27 / 7.26 eV
ΔE to the lowest compared entry with this formula, charge and spin: 69.7 kcal/mol
Electronic energy: -20865.1666 eV
LUMO (alpha / beta): -4.621 / -4.615 eV

```
23
Properties=species:S:1:pos:R:3:mulliken_charge:R:1
Mo -0.49 -0.70 -0.07 1.10
C 3.88 2.03 -0.07 -0.77
O 3.25 0.80 -0.07 -0.26
C 1.91 0.59 -0.07 0.83
O 1.49 -0.66 -0.07 -0.54
N 1.01 1.64 -0.07 -0.07
N -0.45 1.39 -0.07 -0.53
H 4.98 1.87 -0.07 0.22
H 3.60 2.60 0.84 0.36
H 3.60 2.60 -0.98 0.36
H 1.34 2.62 -0.07 0.25
H -0.78 1.79 -0.93 0.34
H -0.78 1.79 0.80 0.33
N -2.57 -0.71 -0.07 -0.58
C -2.81 -2.13 0.21 -0.22
C -1.67 -2.99 -0.40 0.52
O -2.07 -3.94 -1.15 -0.59
O -0.50 -2.66 -0.07 -0.59
H -2.99 -0.08 0.62 0.27
H -2.87 -0.42 -1.02 0.37
H -3.79 -2.42 -0.18 0.36
H -2.81 -2.30 1.29 0.27
O -0.49 -0.70 1.64 -0.45
```

***

Formula: C4H10N
Source: the OMol25 dataset
Level of theory: wB97M-V/def2-TZVPD

Charge: +1
HOMO-LUMO gap: 5.88 eV
ΔE to the lowest compared entry with this formula, charge and spin: 181.7 kcal/mol
Electronic energy: -5785.9773 eV
LUMO: -8.889 eV

```
15
Properties=species:S:1:pos:R:3:mulliken_charge:R:1
C 1.36 -1.08 0.04 -1.02
C 1.07 0.29 0.69 0.04
C 1.28 1.59 -0.21 -0.94
C -2.63 -0.65 -0.38 -0.17
N -1.43 -0.17 -0.03 -0.13
H 0.60 -1.08 -0.74 0.41
H 1.39 -1.89 0.77 0.29
H 2.41 -1.20 -0.35 0.31
H 1.55 0.40 1.67 0.39
H -0.17 0.11 0.54 0.26
H 0.61 1.45 -1.10 0.30
H 1.04 2.53 0.32 0.32
H -3.17 -1.57 0.09 0.30
H -3.14 -0.24 -1.30 0.30
H 2.33 1.79 -0.55 0.34
```

***

Formula: C4H10N
Source: the OMol25 dataset
Level of theory: wB97M-V/def2-TZVPD

Charge: +2
HOMO-LUMO gap (alpha / beta): 14.98 / 8.21 eV
2S+1: 2
ΔE to the lowest compared entry with this formula, charge and spin: 32.1 kcal/mol
Electronic energy: -5777.7274 eV
LUMO (alpha / beta): -7.998 / -15.332 eV

```
15
Properties=species:S:1:pos:R:3:mulliken_spin:R:1
C -1.04 -0.80 -0.07 0.02
N -0.82 0.45 0.79 0.01
C 0.60 0.88 0.63 0.03
C 1.01 0.50 -0.76 0.37
C 0.30 -1.12 -0.66 0.36
H -1.81 -0.57 -0.80 0.00
H -1.37 -1.65 0.54 0.04
H -1.43 1.19 0.41 0.00
H -1.12 0.36 1.76 0.00
H 0.75 1.97 0.71 0.06
H 1.22 0.42 1.38 0.01
H 2.07 0.41 -1.01 0.01
H 0.39 0.94 -1.58 0.04
H 0.30 -1.57 -1.65 0.02
H 0.99 -1.63 0.03 0.04
```

***

Number 1: maximum force 11.3 eV/A. Number 2: maximum force 2.5 eV/A. Number 3: maximum force 3.3 eV/A. Number 4: maximum force 1.8 eV/A. Number 5: maximum force 4.7 eV/A. Number 6: maximum force 3.3 eV/A. Number 7: maximum force 5.7 eV/A. Number 8: maximum force 5.3 eV/A. Number 9: maximum force 3.3 eV/A. Number 10: maximum force 5.2 eV/A. Number 11: maximum force 5.1 eV/A. Number 12: maximum force 7.1 eV/A. Number 13: maximum force 7.8 eV/A. Number 14: maximum force 2.1 eV/A.